Arrangement 1

Density functional theory data (ωB97M-V/def2-TZVPD) for a 3-piece molecular cluster, C3H12N2O2 overall.

XYZ file:
```
19
Properties=species:S:1:pos:R:3
C 1.593 -0.314 2.398
C 0.845 0.108 1.202
C 0.315 1.346 0.943
N -0.405 1.632 -0.251
N 0.614 -1.011 0.296
H 2.084 -1.262 2.183
H 0.832 -0.657 3.135
H 2.088 0.552 2.819
H 0.423 2.192 1.635
H -1.428 1.478 -0.163
H -0.501 2.625 -0.322
H 0.227 -0.614 -0.526
H 1.310 -1.716 0.067
H 0.386 0.498 -2.944
H -0.029 -0.763 -3.299
O 0.102 0.045 -3.740
H -1.587 -1.351 0.358
H -2.447 -1.544 -0.901
O -2.520 -1.372 0.038
```

Its net charge is 0. As for the structure (SMILES): C/C(N)=C/N.O.O. The value obtained for the highest occupied orbital energy is -8.19 eV.


Arrangement 2

Density functional theory data (ωB97M-V/def2-TZVPD) for a 3-piece molecular cluster, C3H12N2O2 overall.

XYZ file:
```
19
Properties=species:S:1:pos:R:3
C 1.733 0.747 -1.865
C 0.530 0.602 -0.882
N -0.998 0.382 1.479
C 0.321 0.015 1.406
N 0.975 -0.109 0.319
H 1.991 1.803 -1.930
H 2.572 0.288 -1.348
H 1.416 0.372 -2.809
H 0.163 1.608 -0.660
H -0.189 -0.102 -1.329
H -1.484 0.367 0.606
H -1.503 0.421 2.339
H 0.753 -0.395 2.320
H -3.108 0.705 -0.602
H -4.410 1.471 -0.941
O -3.764 1.316 -0.248
H 1.805 -1.848 0.303
H 2.729 -3.032 -0.021
O 1.816 -2.819 0.190
```

Its net charge is 0. As for the structure (SMILES): CC/N=C\N.O.O. The value obtained for the highest occupied orbital energy is -9.07 eV.


Which of them is most stable, and which least? Most stable: arrangement 2; least stable: arrangement 1.


Arrangement 1

Density functional theory data (ωB97M-V/def2-TZVPD) for H37O18 as an isolated structure.

XYZ file:
```
55
Properties=species:S:1:pos:R:3
O 3.479 -2.572 -2.376
H 0.087 -2.918 -3.645
H 3.693 -1.664 -2.066
O 0.801 2.820 -1.629
H -2.215 -0.444 2.221
O 0.353 1.016 -4.721
H 1.217 1.492 -4.985
H 2.936 2.920 0.471
O -3.885 1.832 0.349
H -0.278 2.661 -0.802
H -4.400 1.630 1.158
O -2.673 3.748 3.547
H -1.989 3.484 4.016
H -2.832 3.291 2.706
O -1.359 -0.174 2.093
H -0.791 -0.492 2.835
H 1.339 3.436 -1.010
O -1.224 2.667 -0.012
H 1.347 -5.255 2.278
H 0.036 -5.020 0.066
O 4.496 1.207 -3.576
H 4.050 0.765 -4.217
H 4.844 1.852 -4.028
O -5.368 -0.302 3.500
H -5.788 -0.386 2.671
H 2.445 4.251 0.650
O 2.063 3.490 0.403
H -1.667 2.406 -0.828
H -4.354 1.651 -0.393
O 1.394 1.711 5.382
H 0.829 0.902 5.438
H 2.218 1.338 5.687
O -2.337 -3.442 2.177
H -1.536 -3.182 2.788
H -2.682 -4.164 2.623
O 0.064 -2.452 -2.881
H -4.437 -0.410 3.338
H 0.231 -2.933 -2.159
O -0.205 -0.348 -0.867
H 0.225 -0.975 -1.470
H -0.270 -0.768 0.048
O -1.660 1.436 -2.341
H -2.380 1.884 -2.655
H -1.692 0.440 -2.621
O 3.817 1.366 -0.541
H 2.752 -3.024 -1.836
H 4.097 1.109 0.374
O 1.356 -4.728 1.441
H 0.330 1.161 -3.848
H 2.139 -4.989 0.788
O -0.296 -5.437 -0.675
H 0.971 1.871 -1.621
H -0.423 -6.304 -0.781
H -1.148 1.841 0.530
H 4.281 0.704 -0.996
```

Its net charge is +1. The value obtained for the highest occupied orbital energy is -13.50 eV.


Arrangement 2

Density functional theory data (ωB97M-V/def2-TZVPD) for H37O18 as an isolated structure.

XYZ file:
```
55
Properties=species:S:1:pos:R:3
O -0.426 3.769 3.150
H 1.708 0.613 -0.080
H 0.192 -4.375 0.493
O -0.393 -3.617 0.381
H -0.870 4.626 3.398
O -0.118 -0.687 0.186
H -0.014 -0.607 -0.683
H 0.371 -0.012 0.694
O -3.173 -4.672 0.107
H -3.215 -5.645 -0.197
H -4.079 -4.175 0.293
O 2.174 4.317 0.738
H 1.788 5.265 0.786
H 1.515 3.718 0.280
O -2.662 4.363 -1.594
H -3.275 4.791 -2.110
H -2.686 4.465 -0.682
O 4.564 -0.960 -2.003
H 4.057 -1.589 -1.563
H 4.153 -0.118 -1.873
O 3.636 -1.717 1.341
H 3.859 -2.509 1.902
H 4.453 -1.477 0.954
O -3.631 2.248 2.582
H -4.175 2.918 2.853
H 0.137 4.056 2.436
O -4.049 1.168 -2.835
H -4.194 1.879 -2.095
H -4.040 1.748 -3.587
O 0.147 1.946 -1.051
H -0.665 2.335 -1.329
H 0.482 1.258 -1.648
O 2.694 -4.191 1.160
H 3.030 -4.774 0.383
H 2.947 -4.705 1.829
O 2.721 0.511 0.011
H -3.981 1.394 2.178
H 2.738 -0.196 0.606
O -2.807 -1.693 1.206
H -1.991 -1.668 1.885
H -3.094 -0.857 1.252
O -1.934 -2.706 -1.078
H -1.161 -3.098 -1.394
H -1.741 -2.132 -0.333
O 0.889 2.114 -4.715
H 1.683 2.523 -4.971
H 1.000 1.165 -4.705
O -1.266 -0.892 4.854
H -0.889 -0.106 5.172
H -1.708 -1.301 5.545
O 4.434 1.285 -3.228
H 4.044 1.662 -2.385
H 5.363 1.038 -2.923
H -2.595 -3.762 -0.473
H 0.052 -2.936 0.877
```

Its net charge is +1. The value obtained for the highest occupied orbital energy is -12.69 eV.


Which of them is most stable, and which least? Most stable: arrangement 2; least stable: arrangement 1.


Arrangement 1

Density functional theory data (ωB97M-V/def2-TZVPD) for a 2-piece molecular cluster, H4NS overall.

XYZ file:
```
6
Properties=species:S:1:pos:R:3
N -0.030 0.446 2.076
H 0.064 0.384 1.053
H 0.657 1.050 2.584
H 0.130 -0.554 2.464
S -0.037 -0.309 -1.185
H -0.054 0.947 -1.667
```

Its net charge is -1. The value obtained for the highest occupied orbital energy is -2.58 eV.


Arrangement 2

Density functional theory data (ωB97M-V/def2-TZVPD) for a 2-piece molecular cluster, H4NS overall.

XYZ file:
```
6
Properties=species:S:1:pos:R:3
N -0.791 -0.584 -0.870
H -0.444 0.275 -1.321
H -0.250 -0.446 -0.013
H -1.710 -0.179 -0.666
S 1.559 1.122 1.303
H 1.636 -0.188 1.567
```

Its net charge is -1. The value obtained for the highest occupied orbital energy is -2.62 eV.


Which of them is most stable, and which least? Most stable: arrangement 2; least stable: arrangement 1.